(1)
Molecular formula: CH4OS2
Method: DFT, ωB97M-V/def2-TZVPD

Element x y z (Å)
S (-1.5843, -0.5745, 0.0632)
S (1.5481, -0.6181, -0.0563)
O (0.1999, 1.6385, -0.1781)
C (0.1530, 0.4536, 0.3949)
H (-0.0990, 1.8372, -1.0317)
H (1.0147, -1.8087, 0.3079)
H (-1.1559, -1.2903, -0.9887)
H (-0.0763, 0.3623, 1.4889)

Force components x, y, z for each atom (eV/Å):
S 1.236 0.785 -0.205
S 0.198 -0.169 -0.129
O 1.220 1.922 2.674
C -2.850 -3.829 0.495
H -0.818 -0.634 -1.953
H 0.041 0.484 -0.001
H 0.008 0.094 -0.014
H 0.966 1.348 -0.866

As for the total energy: -912.0642 Eh. The strongest force on any atom comes out at 4.8 eV/Å. As for the HOMO-LUMO gap: 9.8 eV. The calculation puts the energy above the lowest of the compared OMol25 structures with the same formula, charge and spin at 71.8 kJ/mol. Its SMILES is OC(S)S.



(2)
Molecular formula: CH4P2
Method: DFT, ωB97M-V/def2-TZVPD

Element x y z (Å)
P (-0.4746, -0.2978, -1.7849)
P (0.6148, 1.2358, 0.5814)
C (0.2594, -0.2816, -0.2393)
H (0.3901, 1.0741, 2.0284)
H (-0.6973, 1.9953, 0.3604)
H (0.5768, -1.2594, 0.0196)
H (-0.1722, -1.6362, -2.3119)

Force components x, y, z for each atom (eV/Å):
P 0.408 0.127 0.412
P -1.204 1.911 1.159
C -1.510 -0.705 -2.320
H -0.053 -0.386 -1.148
H 1.632 -1.060 0.157
H 0.842 -0.475 0.856
H -0.116 0.588 0.884

As for the total energy: -723.1151 Eh. The strongest force on any atom comes out at 2.9 eV/Å. As for the HOMO-LUMO gap: 8.4 eV. The calculation puts the energy above the lowest of the compared OMol25 structures with the same formula, charge and spin at 83.3 kJ/mol. Its SMILES is [H]/P=C/P.



(3)
Molecular formula: CH4P2
Method: DFT, ωB97M-V/def2-TZVPD

Element x y z (Å)
P (0.4136, -0.9259, 1.6699)
P (1.0743, 0.4662, -0.9195)
C (-0.2569, -0.3433, 0.2429)
H (0.4982, 0.1869, -2.1323)
H (-1.3463, -0.3280, -0.0614)
H (0.4292, 2.2558, -1.0378)
H (-0.8122, -1.3117, 2.2382)

Force components x, y, z for each atom (eV/Å):
P -0.423 0.403 -0.899
P -1.687 2.630 1.604
C 0.466 0.897 -0.959
H -0.554 -0.262 -0.835
H 1.433 -0.082 0.504
H 1.022 -3.334 0.311
H -0.258 -0.252 0.274

As for the total energy: -723.0802 Eh. The strongest force on any atom comes out at 3.5 eV/Å. As for the HOMO-LUMO gap: 9.1 eV. The calculation puts the energy above the lowest of the compared OMol25 structures with the same formula, charge and spin at 174.9 kJ/mol.



(4)
Molecular formula: CH4S2
Method: DFT, ωB97M-V/def2-TZVPD

Element x y z (Å)
S (-0.7801, 1.1249, -0.0380)
S (-2.0054, -0.5841, 0.0544)
C (0.9115, 0.2713, 0.2630)
H (1.7708, 0.9748, 0.6145)
H (1.0724, -0.2520, -0.6452)
H (0.6702, -0.5219, 0.9684)
H (-1.6393, -1.0130, -1.2171)

Force components x, y, z for each atom (eV/Å):
S 0.854 -0.900 0.571
S 1.049 0.490 -1.253
C -0.669 1.215 0.966
H -1.806 -1.220 -0.792
H 0.806 -0.074 -0.972
H 0.295 0.346 0.463
H -0.529 0.144 1.016

As for the total energy: -836.8522 Eh. The strongest force on any atom comes out at 2.3 eV/Å. As for the HOMO-LUMO gap: 9.5 eV. The calculation puts the energy above the lowest of the compared OMol25 structures with the same formula, charge and spin at 36.6 kJ/mol. Its SMILES is CSS.



(5)
Molecular formula: CH5B4IO4Yb
Method: DFT, ωB97M-V/def2-TZVPD

Element x y z (Å)
Yb (3.0850, -1.6963, 1.3975)
I (-2.6255, -1.0608, 2.5890)
O (-1.0391, 0.3241, -1.8221)
O (-3.0150, -0.6094, -0.5587)
O (-1.6702, 1.2920, 0.4846)
O (1.8322, 2.2613, -0.3087)
C (1.7525, -0.3822, 0.3843)
B (-2.4106, -0.0020, 0.6795)
B (-0.6016, 0.8995, -0.5010)
B (-1.7950, -0.9049, -1.3908)
B (1.0333, 1.0264, -0.1743)
H (0.9332, -1.0087, 0.9402)
H (2.6954, -0.1329, 1.0418)
H (2.0671, -0.9921, -0.5689)
H (1.1903, 2.9950, -0.5514)
H (-1.4322, -2.0091, -1.6409)

Force components x, y, z for each atom (eV/Å):
Yb 3.647 -7.293 3.018
I 0.363 0.777 -1.162
O 0.414 -1.951 4.613
O 4.992 0.104 1.604
O 1.732 -4.504 -1.242
O -3.225 -3.242 0.358
C -1.168 2.128 -1.760
B -1.221 1.218 -2.585
B -4.337 0.575 -1.608
B -2.219 3.381 0.222
B 2.138 3.329 -0.140
H 1.222 1.046 -0.392
H -3.215 4.193 -2.401
H -0.268 1.020 1.293
H 1.234 -0.965 0.284
H -0.089 0.184 -0.103

Its charge is +2. As for the total energy: -1897.3050 Eh. The strongest force on any atom comes out at 8.7 eV/Å. As for the HOMO-LUMO gap: 4.8 eV. The calculation puts the energy above the lowest of the compared OMol25 structures with the same formula, charge and spin at 195.9 kJ/mol.



(6)
Molecular formula: CH5BO
Method: DFT, ωB97M-V/def2-TZVPD

Element x y z (Å)
O (1.1187, -1.3357, -1.6961)
C (-0.9774, 0.8772, 1.7392)
B (-0.7660, 1.0418, 0.3902)
H (1.1978, -2.0595, -2.2882)
H (1.6886, -0.6443, -2.2119)
H (-0.2306, 0.7294, -0.5828)
H (-1.4312, 1.3595, 2.5080)
H (-0.5998, 0.0317, 2.1416)

Force components x, y, z for each atom (eV/Å):
O 1.717 3.045 -0.973
C -0.532 1.996 -2.811
B 0.682 -1.287 1.270
H -0.117 -1.396 -0.695
H -1.590 -1.638 1.666
H -0.229 0.571 -0.942
H -1.503 1.914 1.747
H 1.572 -3.205 0.738

As for the total energy: -141.0739 Eh. The strongest force on any atom comes out at 3.6 eV/Å. As for the HOMO-LUMO gap: 8.9 eV. The calculation puts the energy above the lowest of the compared OMol25 structures with the same formula, charge and spin at 407.0 kJ/mol. Its SMILES is B=C.O.